No. 1
Formula: C4H11OP
Source: OMol25
Level of theory: ωB97M-V with the def2-TZVPD basis set

Structure (XYZ):
```
17
C4H11OP (ωB97M-V with the def2-TZVPD basis set)
C -1.742 1.997 0.712
C 2.128 0.125 -0.054
C -0.623 -1.151 1.091
C 1.036 -0.429 -1.014
O -1.763 -0.648 -1.259
P -0.580 0.050 -0.210
H -2.225 2.355 -0.169
H -0.925 2.614 0.969
H 3.117 0.026 -0.479
H 1.887 1.147 0.163
H 2.050 -0.472 0.837
H -0.563 -0.652 2.126
H -1.518 -1.778 1.088
H 0.172 -1.892 0.793
H 0.938 -1.431 -1.302
H 1.209 0.195 -2.009
H -2.597 -0.055 -1.284
```

Results
LUMO level = 0.6 eV
Relative energy (zero: lowest compared OMol25 entry of this formula, charge and spin) = 399.23 kJ/mol
Kohn-Sham gap = 0.305 Ha
E_HOMO = -0.28430 hartree

And the Mulliken charges, in e, turn out to be: number 1, C, carries -0.73; number 2, C, carries -1.09; number 3, C, carries -0.99; number 4, C, carries -0.70; number 5, O, carries -0.61; number 6, P, carries 0.59; number 7, H, carries 0.21; number 8, H, carries 0.23; number 9, H, carries 0.35; number 10, H, carries 0.36; number 11, H, carries 0.32; number 12, H, carries 0.27; number 13, H, carries 0.34; number 14, H, carries 0.36; number 15, H, carries 0.43; number 16, H, carries 0.31; number 17, H, carries 0.34


No. 2
Formula: C5H9O5
Source: OMol25
Level of theory: ωB97M-V with the def2-TZVPD basis set

Structure (XYZ):
```
19
C5H9O5 (ωB97M-V with the def2-TZVPD basis set)
H 3.051 0.829 -1.032
O 2.342 0.247 -0.592
C 1.447 1.055 -0.007
C 0.096 0.825 -0.102
C -0.852 1.534 0.813
C -0.440 -0.266 -0.943
C -0.415 -1.682 -0.290
O -1.386 -1.967 0.715
O -0.691 -1.660 2.023
H -1.303 -2.141 2.614
O 0.281 -0.341 -2.185
O 0.830 0.823 -2.538
H 1.836 1.887 0.577
H -1.887 1.356 0.466
H -0.725 1.203 1.864
H -0.654 2.621 0.789
H -1.481 -0.032 -1.143
H -0.659 -2.403 -1.073
H 0.611 -1.890 0.042
```

Results
LUMO level (alpha / beta) = 0.7 / -0.5 eV
Relative energy (zero: lowest compared OMol25 entry of this formula, charge and spin) = 345.57 kJ/mol
⟨S²⟩ = 0.7539
Kohn-Sham gap (alpha / beta) = 0.336 / 0.288 Ha
E_HOMO (alpha / beta) = -0.30903 / -0.30793 hartree
2S+1 = 2

And the Mulliken charges, in e, turn out to be: number 1, H, carries 0.33; number 2, O, carries -0.46; number 3, C, carries -0.43; number 4, C, carries 0.78; number 5, C, carries -1.53; number 6, C, carries 0.09; number 7, C, carries -0.58; number 8, O, carries -0.27; number 9, O, carries -0.34; number 10, H, carries 0.32; number 11, O, carries -0.06; number 12, O, carries -0.28; number 13, H, carries 0.36; number 14, H, carries 0.34; number 15, H, carries 0.25; number 16, H, carries 0.45; number 17, H, carries 0.31; number 18, H, carries 0.32; number 19, H, carries 0.39


No. 3
Formula: C3H10O3
Source: OMol25
Level of theory: ωB97M-V with the def2-TZVPD basis set

Structure (XYZ):
```
16
C3H10O3 (ωB97M-V with the def2-TZVPD basis set)
C -0.604 2.004 -1.156
C -0.709 0.591 -0.683
C 0.305 0.090 0.030
O 0.254 -1.208 0.469
H -0.327 2.147 -2.205
H 0.221 2.498 -0.635
H -1.460 2.603 -0.961
H -1.645 0.045 -0.652
H 0.912 0.780 0.605
H 1.053 -1.419 0.959
O -3.391 -1.077 0.825
H -4.054 -1.173 1.518
H -2.555 -1.169 1.300
O 3.780 -0.166 0.169
H 4.043 -0.618 -0.635
H 4.551 0.257 0.550
```

Results
LUMO level = 0.6 eV
Relative energy (zero: lowest compared OMol25 entry of this formula, charge and spin) = 113.37 kJ/mol
Kohn-Sham gap = 0.324 Ha
E_HOMO = -0.30153 hartree

And the Mulliken charges, in e, turn out to be: number 1, C, carries -1.09; number 2, C, carries 0.04; number 3, C, carries -0.24; number 4, O, carries -0.48; number 5, H, carries 0.25; number 6, H, carries 0.30; number 7, H, carries 0.32; number 8, H, carries 0.35; number 9, H, carries 0.21; number 10, H, carries 0.34; number 11, O, carries -0.62; number 12, H, carries 0.31; number 13, H, carries 0.30; number 14, O, carries -0.60; number 15, H, carries 0.31; number 16, H, carries 0.30


No. 4
Formula: C4H4ClN
Source: OMol25
Level of theory: ωB97M-V with the def2-TZVPD basis set

Structure (XYZ):
```
10
C4H4ClN (ωB97M-V with the def2-TZVPD basis set)
N 2.387 -1.632 -0.197
C 1.416 -0.932 0.104
C 0.359 0.108 0.542
C -0.219 0.721 -0.702
C -1.044 0.013 0.256
Cl -1.847 -1.438 -0.107
H 0.599 0.664 1.360
H -0.407 1.818 -0.866
H 0.311 0.185 -1.475
H -1.554 0.492 1.084
```

Results
LUMO level = 0.7 eV
Relative energy (zero: lowest compared OMol25 entry of this formula, charge and spin) = 221.58 kJ/mol
Kohn-Sham gap = 0.421 Ha
E_HOMO = -0.39557 hartree

And the Mulliken charges, in e, turn out to be: number 1, N, carries -0.45; number 2, C, carries 0.07; number 3, C, carries -0.06; number 4, C, carries -0.71; number 5, C, carries 0.05; number 6, Cl, carries -0.18; number 7, H, carries 0.41; number 8, H, carries 0.23; number 9, H, carries 0.32; number 10, H, carries 0.30


No. 5
Formula: C2H5N
Source: OMol25
Level of theory: ωB97M-V with the def2-TZVPD basis set

Structure (XYZ):
```
8
C2H5N (ωB97M-V with the def2-TZVPD basis set)
C -0.463 0.684 0.171
C 0.189 -0.227 -0.768
N 0.166 -0.535 0.644
H -1.490 0.728 0.261
H 0.178 1.504 0.434
H 1.175 -0.110 -1.334
H -0.400 -0.879 -1.337
H 1.018 -0.243 1.048
```

Results
LUMO level = 1.3 eV
Relative energy (zero: lowest compared OMol25 entry of this formula, charge and spin) = 103.78 kJ/mol
Kohn-Sham gap = 0.402 Ha
E_HOMO = -0.35407 hartree

And the Mulliken charges, in e, turn out to be: number 1, C, carries -0.26; number 2, C, carries -0.27; number 3, N, carries -0.51; number 4, H, carries 0.22; number 5, H, carries 0.21; number 6, H, carries 0.18; number 7, H, carries 0.19; number 8, H, carries 0.23


No. 6
Formula: C8H15ClNO5S
Source: OMol25
Level of theory: ωB97M-V with the def2-TZVPD basis set

Structure (XYZ):
```
31
C8H15ClNO5S (ωB97M-V with the def2-TZVPD basis set)
C 4.099 1.805 1.102
C 2.717 1.305 0.668
O 1.893 1.101 1.476
O 2.537 1.171 -0.682
C 2.202 -0.155 -1.072
S 0.405 -0.601 -0.854
C 0.443 -1.707 0.608
N -0.891 -2.098 1.040
C -0.559 0.905 -0.588
C -1.332 0.967 0.752
C -2.787 0.454 0.509
Cl -3.492 -0.148 2.063
H 4.174 2.852 0.774
H 4.135 1.778 2.193
H 4.892 1.205 0.644
H 2.360 -0.207 -2.153
H 2.855 -0.918 -0.620
H 0.948 -2.623 0.270
H 1.046 -1.326 1.448
H -1.208 -1.542 1.831
H -0.785 -3.033 1.426
H 0.015 1.835 -0.702
H -1.320 0.901 -1.398
H -1.410 2.035 1.009
H -0.822 0.492 1.595
H -2.844 -0.286 -0.315
H -3.412 1.296 0.197
C -3.483 -1.400 -2.827
O -3.805 -2.530 -3.285
O -4.269 -0.661 -2.098
O -2.302 -0.868 -3.013
```

Results
LUMO level = 1.5 eV
Net charge = -1
Kohn-Sham gap = 0.079 Ha
E_HOMO = -0.02360 hartree

And the Mulliken charges, in e, turn out to be: number 1, C, carries -1.03; number 2, C, carries 0.67; number 3, O, carries -0.44; number 4, O, carries -0.34; number 5, C, carries -0.57; number 6, S, carries 0.31; number 7, C, carries -0.69; number 8, N, carries -0.46; number 9, C, carries -0.69; number 10, C, carries -0.89; number 11, C, carries -0.35; number 12, Cl, carries -0.26; number 13, H, carries 0.29; number 14, H, carries 0.32; number 15, H, carries 0.32; number 16, H, carries 0.36; number 17, H, carries 0.43; number 18, H, carries 0.54; number 19, H, carries 0.32; number 20, H, carries 0.17; number 21, H, carries 0.27; number 22, H, carries 0.48; number 23, H, carries 0.60; number 24, H, carries 0.51; number 25, H, carries 0.32; number 26, H, carries 0.09; number 27, H, carries 0.46; number 28, C, carries 0.61; number 29, O, carries -0.80; number 30, O, carries -0.81; number 31, O, carries -0.75


No. 7
Formula: C12H20N4O3PdS2
Source: OMol25
Level of theory: ωB97M-V with the def2-TZVPD basis set

Structure (XYZ):
```
42
C12H20N4O3PdS2 (ωB97M-V with the def2-TZVPD basis set)
Pd -0.244 0.445 -0.362
C 0.788 1.859 2.500
O -0.040 2.130 1.372
C -1.362 2.550 1.720
C -2.304 1.376 1.787
O -2.271 0.757 0.501
C -3.199 -0.305 0.282
C -3.070 -0.693 -1.168
O -1.737 -1.105 -1.479
C -1.524 -2.505 -1.321
H 0.883 2.746 3.126
H 1.768 1.582 2.120
H 0.388 1.036 3.101
H -1.689 3.237 0.940
H -1.357 3.085 2.672
H -3.316 1.722 2.007
H -2.009 0.652 2.554
H -4.215 0.040 0.487
H -2.973 -1.139 0.956
H -3.285 0.171 -1.795
H -3.783 -1.483 -1.412
H -2.205 -3.068 -1.960
H -1.666 -2.818 -0.282
H -0.500 -2.711 -1.621
N 0.807 2.334 -3.167
C 1.703 1.471 -2.723
N 1.515 0.670 -1.693
C 2.626 -0.095 -1.478
C 3.687 0.133 -2.363
S 3.279 1.304 -3.495
C 2.647 -1.029 -0.414
C 3.734 -1.860 -0.098
S 3.371 -2.821 1.229
C 1.773 -2.062 1.304
N 1.552 -1.154 0.383
N 0.901 -2.415 2.239
H -0.082 2.394 -2.693
H 0.970 2.931 -3.961
H 4.654 -0.346 -2.382
H 4.692 -1.927 -0.591
H 1.097 -3.121 2.929
H -0.002 -1.968 2.249
```

Results
LUMO level (alpha / beta) = -6.6 / -9.2 eV
Net charge = +2
⟨S²⟩ = 2.0415
Kohn-Sham gap (alpha / beta) = 0.291 / 0.182 Ha
E_HOMO (alpha / beta) = -0.53445 / -0.52084 hartree
2S+1 = 3

And the Mulliken charges, in e, turn out to be: number 1, Pd, carries 0.83; number 2, C, carries -0.78; number 3, O, carries -0.26; number 4, C, carries -0.58; number 5, C, carries -0.48; number 6, O, carries -0.15; number 7, C, carries -0.48; number 8, C, carries -0.58; number 9, O, carries -0.27; number 10, C, carries -0.78; number 11, H, carries 0.33; number 12, H, carries 0.21; number 13, H, carries 0.31; number 14, H, carries 0.26; number 15, H, carries 0.45; number 16, H, carries 0.37; number 17, H, carries 0.27; number 18, H, carries 0.37; number 19, H, carries 0.28; number 20, H, carries 0.26; number 21, H, carries 0.46; number 22, H, carries 0.33; number 23, H, carries 0.30; number 24, H, carries 0.21; number 25, N, carries -0.30; number 26, C, carries 0.44; number 27, N, carries 0.24; number 28, C, carries 0.16; number 29, C, carries -0.55; number 30, S, carries -0.09; number 31, C, carries -0.07; number 32, C, carries -0.40; number 33, S, carries -0.08; number 34, C, carries 0.18; number 35, N, carries 0.45; number 36, N, carries -0.33; number 37, H, carries 0.15; number 38, H, carries 0.24; number 39, H, carries 0.37; number 40, H, carries 0.37; number 41, H, carries 0.24; number 42, H, carries 0.12


Computed M (g mol⁻¹) in order:
106.10, 149.12, 94.11, 101.54, 43.07, 272.73, 438.87
Computed E (eV) in order:
-15658.7231, -15560.0501, -9414.3579, -18222.8428, -3643.4386, -43620.3840, -50005.5570